1.
Entry from the OMol25 dataset: a structure of composition C27H33Cl6GaGeN6O6 at a distorted geometry (ωB97M-V/def2-TZVPD).

Summary:
Net charge   +1
Highest occupied orbital energy (spin up / spin down)   -9.7 / -9.5 eV
Max |F|   0.0769 Eh/bohr
LUMO energy (spin up / spin down)   -3.409 / -7.234 eV
Multiplicity   2
Total energy   -233775.5559 eV
Orbital gap (spin up / spin down)   6.27 / 2.28 eV

Structure (XYZ):
```
80
Properties=species:S:1:pos:R:3:mulliken_spin:R:1
Ga 0.432 -0.206 0.588 0.02
Cl 5.480 -2.655 5.199 0.00
C 4.224 -1.837 4.351 0.00
C 2.991 -1.798 5.009 0.00
C 1.860 -1.367 4.379 0.00
Cl 0.416 -1.198 5.227 0.00
C 1.817 -0.988 3.019 -0.01
O 0.721 -0.724 2.437 -0.01
C 3.157 -0.790 2.486 0.02
C 3.260 -0.078 1.304 0.07
O 2.328 0.059 0.425 -0.12
C 4.345 -1.298 3.094 0.00
H 3.042 -2.109 6.062 0.00
H 4.250 0.361 1.031 0.02
H 5.286 -1.089 2.652 0.00
C 3.921 0.372 -2.249 0.00
N 2.554 -0.180 -2.320 0.00
C 2.558 -1.629 -2.129 0.00
C 1.391 0.491 -2.222 0.00
N 0.303 -0.032 -1.563 0.02
C -0.755 -0.611 -2.274 0.01
C -0.718 -0.752 -3.636 0.02
C -1.586 -1.594 -4.362 -0.01
C -2.520 -2.319 -3.667 0.02
C -2.542 -2.264 -2.251 -0.01
C -3.485 -3.075 -1.672 0.01
C -3.705 -3.009 -0.266 0.00
C -3.041 -2.039 0.471 0.00
C -2.222 -1.128 -0.159 0.00
N -1.539 -0.100 0.546 0.01
C -2.444 0.846 1.108 -0.01
N -3.472 1.315 0.402 0.00
C -4.693 1.837 1.065 0.00
C -3.267 1.586 -1.022 0.00
N -2.103 1.429 2.283 0.01
C -2.161 2.875 2.535 0.01
C -1.583 0.754 3.410 0.00
C -1.895 -1.212 -1.549 0.00
N 1.288 1.716 -2.768 0.00
C 2.236 2.240 -3.733 0.00
C 0.056 2.498 -2.682 0.00
H 4.456 -0.170 -1.467 0.00
H 3.843 1.422 -2.007 0.00
H 4.436 0.191 -3.204 0.00
H 3.307 -2.059 -2.773 0.00
H 1.614 -2.089 -2.340 0.00
H 2.737 -1.910 -1.077 0.00
H 0.112 -0.354 -4.238 0.00
H -1.518 -1.728 -5.429 0.00
H -3.129 -3.101 -4.165 0.00
H -3.974 -3.721 -2.359 0.00
H -4.338 -3.725 0.314 0.00
H -3.217 -2.176 1.546 0.00
H -4.946 1.401 2.031 0.00
H -5.499 1.502 0.377 0.00
H -4.651 2.967 1.055 0.00
H -2.198 1.353 -1.250 0.00
H -3.575 2.624 -1.239 0.00
H -3.917 0.940 -1.596 0.00
H -2.320 3.492 1.641 0.00
H -1.244 3.178 3.009 0.00
H -2.998 3.099 3.199 0.00
H -1.729 -0.305 3.306 0.00
H -2.125 1.105 4.274 0.00
H -0.492 0.883 3.591 0.00
H 2.739 1.425 -4.311 0.00
H 3.023 2.878 -3.320 0.00
H 1.687 2.827 -4.444 0.00
H 0.331 3.525 -2.809 0.00
H -0.372 2.492 -1.626 0.00
H -0.729 2.087 -3.396 0.00
Cl 2.640 4.768 -0.671 0.15
Ge 2.518 3.641 1.279 0.51
Cl 0.480 2.401 0.917 0.17
Cl 2.161 5.244 2.714 0.14
O 0.509 -4.572 0.488 0.00
Cl 0.536 -3.309 1.201 0.00
O 1.634 -3.295 2.190 0.00
O -0.717 -3.031 1.916 0.00
O 0.742 -2.199 0.116 0.00
```



2.
Entry from the OMol25 dataset: a structure of composition C20H22FN5O2S at a distorted geometry (ωB97M-V/def2-TZVPD).

Summary:
Net charge   0
Highest occupied orbital energy   -7.5 eV
Max |F|   0.3081 Eh/bohr
LUMO energy   0.136 eV
ΔE to the lowest compared entry with this formula, charge and spin   450.5 kcal per mole
Total energy   -46176.0386 eV
Orbital gap   7.63 eV

Structure (XYZ):
```
51
Properties=species:S:1:pos:R:3:lowdin_charge:R:1
C -3.101 -2.370 -0.474 -0.09
H -2.435 -3.255 -0.249 0.08
H -3.568 -1.904 0.256 0.00
H -3.784 -2.694 -1.373 0.13
C -2.182 -1.471 -1.234 -0.11
N -1.318 -0.974 -0.022 -0.01
C -0.197 -1.652 0.433 -0.52
N 0.469 -0.872 1.125 0.03
N -0.321 0.193 1.474 0.10
C -1.271 0.131 0.782 -0.35
C -2.466 1.383 0.852 0.01
N -3.762 0.637 1.054 -0.05
C -4.852 0.570 0.435 -0.35
C -5.001 1.481 -0.647 -0.02
C -6.277 1.496 -1.403 0.10
C -7.444 0.953 -0.513 -0.14
C -7.226 0.182 0.634 -0.07
C -6.056 0.179 1.247 -0.01
H -5.816 -0.157 2.057 0.00
H -8.170 -0.009 1.179 0.13
F -8.636 1.095 -1.310 -0.06
H -6.498 2.106 -2.069 0.00
H -4.179 1.931 -1.141 0.06
H -3.772 0.240 2.274 0.28
H -2.486 1.849 -0.379 0.18
H -2.046 1.960 1.572 0.05
S 0.453 -3.150 -0.530 0.98
C 1.968 -3.176 0.425 -0.49
C 3.071 -2.571 0.110 -0.48
O 4.035 -3.077 -0.634 -0.02
N 3.152 -1.162 0.424 0.13
C 4.031 -0.271 0.113 -0.32
C 5.276 -0.384 -0.445 -0.09
C 6.091 0.510 -0.680 -0.08
C 5.779 1.828 -0.145 -0.19
C 4.664 2.273 0.598 0.05
C 3.787 1.023 0.580 0.03
H 2.839 1.180 1.567 0.19
H 4.380 3.095 0.968 0.03
O 6.479 3.133 -0.187 -0.19
C 7.888 2.810 -0.824 -0.03
H 8.119 3.951 -0.724 0.12
H 7.547 2.544 -1.994 0.14
H 8.435 2.032 -0.475 0.02
H 6.918 0.525 -1.282 0.08
H 5.643 -1.459 -0.878 0.18
H 2.399 -1.101 1.056 0.07
H 2.252 -4.544 0.323 0.23
H 1.710 -3.058 1.397 0.05
H -2.907 -0.349 -1.343 0.19
H -1.613 -1.628 -1.982 0.03
```



3.
Entry from the OMol25 dataset: the molecule C5H5NO at a distorted geometry (ωB97M-V/def2-TZVPD).

Summary:
Net charge   0
Highest occupied orbital energy   -10.7 eV
Max |F|   0.0229 Eh/bohr
SMILES string   C#C[C@@H](O)CC#N
LUMO energy   0.656 eV
ΔE to the lowest compared entry with this formula, charge and spin   53.6 kcal per mole
Total energy   -8801.0954 eV
Orbital gap   11.32 eV

Structure (XYZ):
```
12
Properties=species:S:1:pos:R:3:lowdin_charge:R:1
C 2.169 -0.188 0.819 0.15
C 1.188 0.176 0.224 -0.08
C -0.045 0.621 -0.443 -0.41
O 0.084 0.705 -1.848 -0.02
C -1.186 -0.377 -0.202 -0.13
C -1.345 -0.737 1.206 -0.22
N -1.445 -1.029 2.321 0.15
H 3.028 -0.528 1.355 0.04
H -0.336 1.595 -0.022 0.15
H 0.980 0.997 -2.055 0.10
H -2.122 0.044 -0.576 0.13
H -0.971 -1.279 -0.780 0.13
```



4.
Entry from the OMol25 dataset: a cluster of 2 separate species, C4H10NOP in total at a distorted geometry (ωB97M-V/def2-TZVPD).

Summary:
Net charge   0
Highest occupied orbital energy   -8.1 eV
Max |F|   0.0690 Eh/bohr
SMILES string   CCP(C)O.C#N
LUMO energy   0.884 eV
ΔE to the lowest compared entry with this formula, charge and spin   47.4 kcal per mole
Total energy   -17134.9148 eV
Orbital gap   9.02 eV

Structure (XYZ):
```
17
Properties=species:S:1:pos:R:3:lowdin_charge:R:1
C 0.632 1.609 1.028 -0.19
C -0.475 0.840 0.229 -0.48
P -0.156 0.878 -1.553 0.80
C 1.441 -0.262 -1.535 -0.24
O -1.166 -0.296 -2.063 -0.35
H 1.703 1.192 0.838 0.07
H 0.745 2.649 0.689 0.06
H 0.577 1.347 2.111 0.07
H -1.332 1.449 0.500 0.06
H -0.781 -0.262 0.510 0.06
H 1.660 -0.454 -0.463 0.01
H 1.198 -1.159 -1.959 -0.03
H 2.446 0.048 -2.024 0.06
H -2.015 -0.151 -2.442 0.03
C -1.473 -2.530 2.028 -0.04
N -2.054 -1.717 1.479 0.08
H -0.949 -3.182 2.626 0.03
```



5.
Entry from the OMol25 dataset: a cluster of 15 separate species, C4H36NO14 in total at a distorted geometry (ωB97M-V/def2-TZVPD).

Summary:
Net charge   +1
Highest occupied orbital energy   -12.6 eV
Max |F|   0.0232 Eh/bohr
LUMO energy   -3.014 eV
ΔE to the lowest compared entry with this formula, charge and spin   7.3 kcal per mole
Total energy   -34883.7909 eV
Orbital gap   9.54 eV

Structure (XYZ):
```
55
Properties=species:S:1:pos:R:3:lowdin_charge:R:1
C -0.056 -0.669 2.236 -0.06
C 0.541 -0.081 1.007 -0.06
C 1.049 -0.818 0.023 -0.10
N 1.627 -0.236 -1.122 0.05
C 1.955 -0.892 -2.170 0.14
H -0.518 -1.648 2.079 0.07
H 0.687 -0.797 3.005 0.09
H -0.805 -0.006 2.670 0.06
H 0.562 0.995 0.903 0.09
H 1.107 -1.903 0.014 0.11
H 1.749 0.813 -1.104 0.11
H 2.309 -0.411 -3.064 0.11
H 1.834 -1.973 -2.243 0.12
H 3.659 -1.741 2.133 0.01
H 4.337 -3.120 2.080 0.06
O 3.466 -2.713 2.111 -0.07
H -0.987 0.085 -2.440 0.05
H -1.696 0.874 -3.535 0.09
O -1.022 1.012 -2.858 -0.09
H 4.089 0.638 1.779 0.07
H 4.558 0.103 3.171 0.07
O 3.993 -0.090 2.415 -0.04
H -2.142 2.781 2.950 0.08
H -2.386 2.009 1.577 0.02
O -1.716 2.264 2.261 -0.06
H 1.380 2.819 -0.064 0.01
H 2.344 2.686 -1.321 0.05
O 2.156 2.346 -0.435 -0.07
H -1.620 -2.879 0.269 0.02
H -0.195 -3.521 0.409 0.02
O -0.891 -3.273 -0.256 -0.09
H -3.148 0.312 -0.859 -0.01
H -2.858 -1.190 -0.672 0.00
O -2.866 -0.484 -1.342 -0.08
H 1.926 -3.486 1.783 0.02
H 1.190 -4.871 1.730 0.07
O 1.052 -3.926 1.609 -0.07
H -2.998 2.212 -0.358 0.03
H -4.402 1.938 0.314 0.09
O -3.490 1.628 0.311 -0.09
H -1.689 2.322 -1.962 0.02
H -1.339 3.391 -0.846 0.03
O -2.062 3.042 -1.392 -0.05
H -0.631 3.150 1.296 0.02
H 0.154 4.447 0.996 0.09
O -0.023 3.570 0.637 -0.07
H 1.512 2.524 -4.117 0.06
H 0.578 1.652 -3.198 0.00
O 1.499 1.977 -3.328 -0.07
H -2.890 -1.066 1.491 0.07
H -3.748 -2.303 1.265 0.10
O -2.931 -1.880 0.972 -0.04
H -1.164 -1.929 -2.950 0.08
H -0.558 -2.096 -1.501 0.02
O -0.485 -1.591 -2.358 -0.09
```



6.
Entry from the OMol25 dataset: the molecule C6H5NO at a distorted geometry (ωB97M-V/def2-TZVPD).

Summary:
Net charge   0
Highest occupied orbital energy   -9.1 eV
Max |F|   0.1398 Eh/bohr
SMILES string   N#CC1(O)C=CC=C1
LUMO energy   -0.776 eV
ΔE to the lowest compared entry with this formula, charge and spin   94.6 kcal per mole
Total energy   -9835.1043 eV
Orbital gap   8.35 eV

Structure (XYZ):
```
13
Properties=species:S:1:pos:R:3:lowdin_charge:R:1
N -3.340 -0.832 0.465 0.13
C -2.288 -0.345 0.089 -0.08
C -0.839 0.254 -0.038 -0.38
O -0.829 1.532 -0.850 -0.04
C 0.115 0.417 1.115 -0.07
C 1.432 -0.040 0.810 -0.07
C 1.405 -0.981 -0.416 -0.05
C 0.025 -0.980 -0.759 -0.01
H -0.135 2.188 -0.976 0.10
H -0.216 1.235 1.790 0.12
H 2.568 0.339 1.285 0.17
H 2.282 -1.559 -0.702 0.09
H -0.180 -1.226 -1.814 0.10
```